1.
C11H15NO5 | the ωB97M-V functional and the def2-TZVPD basis

CARTESIAN COORDINATES (ANGSTROEM)
1 C 0.74547 -2.55356 1.84587
2 H 1.38131 -2.68609 0.97570
3 O -0.10833 -1.45732 1.48341
4 C -0.84348 -1.23820 0.44073
5 C -1.05083 -2.06153 -0.52994
6 C -1.59510 -1.91348 -1.58441
7 C -2.20722 -0.73929 -1.64279
8 C -2.21886 0.29454 -0.97245
9 C -1.45567 0.07765 0.20431
10 O -1.48603 0.86013 1.34823
11 C -0.87803 2.16830 0.99861
12 H -1.26896 2.66675 0.00699
13 H -1.74918 2.89384 1.92264
14 C 0.54050 2.31631 1.25551
15 O 0.90963 1.60182 2.19527
16 H 0.61437 0.64386 2.26873
17 H 0.57072 3.40429 1.79614
18 C 1.28149 2.25109 0.07088
19 H 0.91471 2.95938 -0.86538
20 H 2.42851 2.29457 0.21976
21 O 1.01479 1.07265 -0.68808
22 C 2.28893 0.39318 -1.20422
23 O 3.27393 0.86420 -1.40291
24 N 1.89919 -0.85497 -1.66967
25 H 2.41977 -1.16617 -2.65226
26 H 0.75203 -1.16176 -1.77888
27 H -2.84765 1.20804 -0.87909
28 H -2.76252 -0.63931 -2.90193
29 H -1.57426 -2.71280 -2.33277
30 H -0.36012 -3.18853 -0.35735
31 H 0.17313 -3.39278 1.74534
32 H 1.19775 -2.20479 2.68400

Summary:
Energy above the lowest of the compared OMol25 structures with the same formula, charge and spin in kcal per mole: 284.6
Gap between HOMO and LUMO in eV: 8.632
Net charge: 0
LUMO level in eV: 0.5

=====

2.
C3H8N2O2S | the ωB97M-V functional and the def2-TZVPD basis

CARTESIAN COORDINATES (ANGSTROEM)
1 C -1.55735 -0.82999 1.08721
2 C -0.12674 -0.75580 -0.97355
3 C 0.75527 0.27822 -0.44745
4 H -0.94652 -0.00593 1.59000
5 H -1.09478 -1.95186 1.37323
6 H -2.69606 -0.71457 1.29539
7 H -0.41701 -0.60056 -2.00097
8 H 0.35611 -1.76515 -1.14747
9 H 2.28287 -1.14606 -0.24913
10 H 2.32973 1.73318 0.11413
11 H -1.99187 1.70820 -0.33102
12 N 2.11339 -0.09627 -0.46723
13 N 0.57978 1.57220 -0.12937
14 O -1.48361 -0.61059 -0.38233
15 O 2.76105 0.68863 0.80350
16 S -0.86427 2.49633 -0.13493

Summary:
Energy above the lowest of the compared OMol25 structures with the same formula, charge and spin in kcal per mole: 143.6
Gap between HOMO and LUMO in eV: 8.787
Net charge: 0
LUMO level in eV: 0.2

=====

3.
C30H64BBr2ClN3O6 | the ωB97M-V functional and the def2-TZVPD basis

CARTESIAN COORDINATES (ANGSTROEM)
1 C -1.25110 -6.54683 2.49196
2 C -0.17113 -5.41510 2.01015
3 C -0.19466 -5.43713 0.40707
4 C 0.87656 -6.55203 -0.05646
5 C 0.05488 -3.98960 -0.29058
6 C 1.54481 -3.43902 -0.17194
7 C 2.17027 -3.09770 1.25079
8 C 3.04859 -4.35476 1.82202
9 C 1.27676 -2.45718 2.39150
10 N -0.98679 -2.93470 0.03375
11 C -2.34597 -3.40458 0.39373
12 C -3.47761 -2.28104 0.52452
13 C -3.55227 -1.79826 2.05301
14 Br -5.22605 -3.24338 0.19445
15 C -0.86972 -1.88430 -1.00472
16 N -0.76096 -0.57153 -0.87502
17 Br -0.54393 0.61604 -2.34239
18 B -0.77792 0.10809 0.49433
19 O 0.48681 0.27043 1.14139
20 O -1.92947 0.64861 1.14502
21 C -1.53594 1.30189 2.41576
22 N -0.82326 -2.65474 -2.23566
23 C -1.88238 -2.51267 -3.25067
24 C -3.36996 -2.86584 -2.77911
25 O -4.34248 -2.06444 -2.85276
26 C -0.28426 -4.01573 -1.90272
27 C -1.08235 -5.29397 -2.49068
28 Cl 1.17079 -4.04905 -3.08918
29 H -1.25409 -6.66851 3.62421
30 H -2.27989 -6.38488 2.02809
31 H -0.82816 -7.53929 2.07418
32 H -0.59383 -4.43727 2.45396
33 H 0.80457 -5.74367 2.48855
34 H -1.22872 -5.87232 0.13563
35 H 1.60514 -6.83822 0.78726
36 H 1.46812 -6.22780 -0.98524
37 H 0.33356 -7.53250 -0.32844
38 H 1.74935 -2.52921 -0.85835
39 H 2.23552 -4.26264 -0.59707
40 H 3.00096 -2.31614 1.03927
41 H 2.68878 -4.72098 2.83799
42 H 3.04826 -5.25106 1.12076
43 H 4.15512 -4.05821 1.96799
44 H 0.15398 -2.45097 2.26534
45 H 1.63747 -1.38456 2.62141
46 H 1.48472 -3.03379 3.37222
47 H -2.39370 -3.99793 1.38328
48 H -2.72594 -4.15631 -0.40025
49 H -3.45157 -1.44937 -0.24618
50 H -2.47746 -1.71567 2.46079
51 H -4.18847 -2.45979 2.72694
52 H -3.94100 -0.71163 2.02856
53 H 1.18558 -0.01007 0.50943
54 H -0.80695 2.16343 2.26237
55 H -2.46585 1.75683 2.91840
56 H -1.15178 0.51565 3.16693
57 H -1.93910 -1.42770 -3.64366
58 H -1.69427 -3.13726 -4.20377
59 H -3.64367 -3.91771 -2.38611
60 H -1.32025 -5.18799 -3.60429
61 H -2.06781 -5.50665 -1.96093
62 H -0.46391 -6.26435 -2.41056
63 C -4.76641 6.75271 1.19497
64 C -3.32782 6.88023 0.72237
65 O -2.40673 6.12025 1.49578
66 C -2.61764 4.71724 1.52646
67 C -2.55555 4.06278 0.15908
68 H -4.85279 7.05712 2.24235
69 H -5.42267 7.38291 0.58978
70 H -5.13059 5.72630 1.12210
71 H -3.02160 7.92503 0.81077
72 H -3.23644 6.62085 -0.33702
73 H -3.56348 4.48940 2.02976
74 H -1.82528 4.29855 2.15317
75 H -3.33151 4.43988 -0.50946
76 H -2.68435 2.98066 0.24766
77 H -1.58931 4.26171 -0.31439
78 C 9.25055 -3.55166 -1.25146
79 C 8.29254 -4.51380 -0.56876
80 O 7.49297 -3.90238 0.43611
81 C 6.64636 -2.84489 0.01087
82 C 5.63526 -3.26404 -1.04263
83 H 9.91043 -3.08298 -0.51530
84 H 9.86235 -4.08135 -1.98589
85 H 8.72267 -2.75151 -1.77321
86 H 8.87319 -5.29370 -0.07117
87 H 7.65719 -5.02199 -1.30084
88 H 7.24633 -1.99636 -0.33410
89 H 6.10925 -2.50175 0.89994
90 H 6.11738 -3.61130 -1.95819
91 H 4.98675 -2.42294 -1.30295
92 H 5.01324 -4.08340 -0.66952
93 C -0.44422 9.88365 -0.79900
94 C -1.54202 10.07890 -1.83193
95 O -2.60428 10.90682 -1.37970
96 C -2.25641 12.23674 -1.01527
97 C -1.64110 13.03571 -2.15109
98 H -0.85653 9.45604 0.12015
99 H 0.32686 9.21186 -1.18507
100 H 0.03807 10.82558 -0.53314
101 H -1.98214 9.10584 -2.06375
102 H -1.13474 10.46477 -2.77150
103 H -1.60034 12.22827 -0.13848
104 H -3.18348 12.72409 -0.70208
105 H -0.70514 12.59602 -2.50111
106 H -1.43098 14.05752 -1.82602
107 H -2.32376 13.07365 -3.00450

Summary:
Gap between HOMO and LUMO in eV: 6.035
Net charge: +1
LUMO level in eV: -4.8

=====

4.
C19H35Cl12F2NO2 | the ωB97M-V functional and the def2-TZVPD basis

CARTESIAN COORDINATES (ANGSTROEM)
1 C -0.47942 -1.26824 -4.24277
2 C -1.78028 -0.46710 -3.74313
3 F -2.92882 -1.22667 -4.23372
4 C -1.94342 -0.39866 -2.16018
5 C -0.98582 0.65194 -1.43732
6 C -0.74435 0.31168 0.10893
7 F -1.48042 -0.78317 0.67576
8 N 0.70908 -0.02303 0.34422
9 C 1.47949 -0.08412 -0.91015
10 O 2.57383 -0.62811 -1.13371
11 C 0.54618 0.79776 -1.88831
12 O 0.87160 2.16182 -1.40124
13 H 0.05227 -1.69172 -3.30940
14 H -0.69333 -2.05855 -5.02730
15 H 0.23789 -0.47589 -4.66709
16 H -1.84410 0.54302 -4.26742
17 H -1.84917 -1.45166 -1.74249
18 H -3.02165 -0.05370 -1.94677
19 H -1.33726 1.73054 -1.40463
20 H -0.87352 1.23211 0.78380
21 H 0.63382 -1.00797 0.64533
22 H 0.81938 0.88638 -2.98555
23 H 0.67319 2.78784 -2.12489
24 Cl -4.89108 -3.37549 1.27239
25 C -3.85234 -4.33266 2.35745
26 C -2.46670 -3.73655 2.49408
27 Cl -1.52506 -3.87474 0.98866
28 H -3.81451 -5.35401 1.97592
29 H -4.34480 -4.35101 3.33164
30 H -1.90852 -4.26954 3.26620
31 H -2.50811 -2.68191 2.77108
32 Cl 0.14253 -3.60395 -2.30166
33 C 1.06122 -4.63375 -1.17381
34 C 2.22262 -5.32847 -1.85368
35 Cl 1.67922 -6.57115 -3.01050
36 H 0.36857 -5.34918 -0.72796
37 H 1.43278 -3.98133 -0.38112
38 H 2.83706 -5.83726 -1.10861
39 H 2.85519 -4.62016 -2.39063
40 Cl 2.79363 -2.65028 -4.45189
41 C 2.70657 -3.84080 -5.77458
42 C 4.05029 -4.05594 -6.43944
43 Cl 4.57863 -2.62823 -7.36523
44 H 1.95515 -3.49934 -6.48810
45 H 2.35695 -4.77707 -5.33406
46 H 3.98468 -4.88471 -7.14685
47 H 4.82620 -4.29195 -5.70972
48 Cl 0.39475 6.00066 1.12864
49 C 1.81860 5.24249 1.88442
50 C 1.72602 3.73155 1.87623
51 Cl 0.45371 3.13315 2.97231
52 H 1.91454 5.63437 2.89809
53 H 2.69024 5.56449 1.31155
54 H 2.66770 3.29958 2.21989
55 H 1.52063 3.34579 0.87592
56 Cl 2.89656 4.49199 5.85110
57 C 2.68868 3.17349 7.03067
58 C 1.22962 2.90761 7.33796
59 Cl 0.48193 4.24057 8.25327
60 H 3.24859 3.43288 7.93022
61 H 3.14288 2.28280 6.59224
62 H 1.13862 2.01106 7.95404
63 H 0.64891 2.75517 6.42691
64 Cl -5.41531 6.60154 1.39270
65 C -4.49469 5.58571 2.53070
66 C -3.33121 4.88590 1.85962
67 Cl -3.87074 3.62927 0.71640
68 H -5.18559 4.87286 2.98309
69 H -4.12481 6.24709 3.31651
70 H -2.71597 4.38632 2.61040
71 H -2.69898 5.58865 1.31558

Summary:
Gap between HOMO and LUMO in eV: 10.379
Net charge: 0
LUMO level in eV: 0.4
SMILES string: C[C@@H](F)C[C@H]1[C@@H](F)NC(=O)[C@@H]1O.ClCCCl.ClCCCl.ClCCCl.ClCCCl.ClCCCl.ClCCCl

=====

5.
C4H8O2 | the ωB97M-V functional and the def2-TZVPD basis

CARTESIAN COORDINATES (ANGSTROEM)
1 C 1.51001 0.84100 -0.05148
2 C 0.71027 -0.32425 -0.56246
3 O -0.99466 -2.07164 1.73897
4 C -1.29132 -0.92423 1.52389
5 C -0.46480 -0.26371 -1.19209
6 O -1.20125 0.84550 -1.47179
7 H 0.93239 1.77333 -0.00110
8 H 1.88734 0.64823 0.95924
9 H 2.37969 1.03185 -0.69105
10 H 1.11810 -1.31780 -0.39887
11 H -0.70467 -0.07060 1.92138
12 H -2.18054 -0.63803 0.92730
13 H -0.97922 -1.15843 -1.53096
14 H -0.72134 1.62878 -1.17097

Summary:
Energy above the lowest of the compared OMol25 structures with the same formula, charge and spin in kcal per mole: 52.5
Gap between HOMO and LUMO in eV: 9.645
Net charge: 0
LUMO level in eV: 0.7
SMILES string: C/C=C\O.C=O

=====

6.
C19H36I2NOP2Yb | the ωB97M-V functional and the def2-TZVPD basis

CARTESIAN COORDINATES (ANGSTROEM)
1 I 5.29259 -2.21814 -3.43102
2 I 4.73765 -4.00648 -1.47756
3 Yb 1.42917 -0.12138 -0.98169
4 P 2.94560 -0.28510 1.20912
5 C 2.97913 -1.14981 2.80766
6 C 4.66228 -0.15540 0.64437
7 H 5.31657 0.32219 1.38454
8 H 3.25669 1.87499 2.42838
9 H 4.72463 0.43786 -0.28025
10 H 2.64742 2.10145 0.80694
11 H 3.29018 -2.19152 2.66691
12 H 5.06241 -1.14533 0.39279
13 C 2.58511 1.43495 1.67876
14 H 3.64748 -0.68165 3.54731
15 H 1.56496 1.51997 2.07741
16 H 1.96715 -1.17104 3.23911
17 P 0.08965 -1.81648 -2.53359
18 C -0.97973 -3.27872 -2.37233
19 C -1.05872 -0.51756 -3.08846
20 H 1.73358 -1.18555 -4.21000
21 H 0.51939 -2.27432 -4.90398
22 H 1.82197 -2.89487 -3.85048
23 C 1.11353 -2.07126 -4.00401
24 H -0.53483 0.42200 -3.31860
25 H -1.63163 -0.75797 -3.99468
26 H -1.56333 -3.49870 -3.27937
27 H -1.69127 -3.14312 -1.54484
28 H -1.79126 -0.29085 -2.30183
29 H -0.37592 -4.16107 -2.12834
30 C 1.03644 -2.72081 0.49958
31 O 0.58514 -3.56520 1.14584
32 C -4.25265 2.20524 2.72079
33 C -3.31079 1.17448 2.15350
34 C -3.47432 -0.16705 2.50247
35 C -2.66359 -1.15275 1.97396
36 C -2.92631 -2.57686 2.40468
37 C -1.65468 -0.80382 1.06873
38 C -1.40182 0.59347 0.74719
39 C -2.30076 1.53498 1.28692
40 N -0.32851 0.89628 -0.07222
41 C -0.16760 2.23602 -0.68692
42 C -1.38882 2.63125 -1.50466
43 C 0.07829 3.35475 0.31377
44 C 1.04295 2.21640 -1.63378
45 H -5.29209 1.99485 2.44415
46 H -4.22164 2.22816 3.81625
47 H -4.00750 3.20574 2.35838
48 H -4.27837 -0.43793 3.19109
49 H -2.86379 -2.67497 3.49836
50 H -3.94739 -2.88227 2.13617
51 H -2.23218 -3.29160 1.96989
52 H -1.02617 -1.54483 0.56004
53 H -2.20440 2.59802 1.01107
54 H -2.28137 2.67050 -0.87306
55 H -1.20700 3.62554 -1.91475
56 H -1.55420 1.91718 -2.32997
57 H 1.12101 3.33831 0.66794
58 H -0.09595 4.30049 -0.19541
59 H -0.57967 3.26974 1.18182
60 H 1.99088 1.96382 -1.09988
61 H 0.87042 1.53982 -2.49826
62 H 1.17596 3.22592 -2.02595

Summary:
Energy above the lowest of the compared OMol25 structures with the same formula, charge and spin in kcal per mole: 0.0
Gap between HOMO and LUMO (spin up / spin down) in eV: 7.538 / 6.291
Net charge: +2
LUMO level (spin up / spin down) in eV: -6.6 / -7.8
2S+1: 2

=====

Look up the net charge of the second one. 0

=====

Look up the net charge of the sixth one. +2